No. 1
{
  "formula": "CGaNO5S2",
  "method": "ωB97M-V/def2-TZVPD",
  "orbital_gap_ev": [5.862, 6.064],
  "lumo_energy_ev": [-9.1587, -9.0994],
  "spin_multiplicity": 2,
  "e_homo_ev": [-15.02, -15.16],
  "e_tot_ev": -86798.751,
  "total_charge": 1,
  "symbols": ["Ga", "N", "S", "O", "S", "O", "O", "C", "O", "O"],
  "xyz": [[1.26, -1.48, -0.32], [0.86, 0.61, -0.61], [-0.33, 0.41, 0.60], [0.06, -1.03, 1.05], [2.38, 0.94, -0.14], [3.03, -0.49, -0.09], [-1.61, 0.24, -0.29], [-1.69, -1.25, -1.42], [-1.26, -2.26, -0.92], [-1.75, -0.81, -2.52]],
  "nbo_charge": [1.8819, -1.1212, 1.7348, -0.9992, 1.3051, -0.8958, -0.8133, 1.0017, -0.6197, -0.4742]
}

***

No. 2
{
  "formula": "C3H6N2O3",
  "method": "ωB97M-V/def2-TZVPD",
  "orbital_gap_ev": 10.479,
  "lumo_energy_ev": 0.7255,
  "e_above_lowest_kcal_mol": 109.6,
  "e_homo_ev": -9.75,
  "e_tot_ev": -12327.477,
  "symbols": ["C", "C", "O", "C", "N", "O", "N", "O", "H", "H", "H", "H", "H", "H"],
  "xyz": [[1.71, -1.11, 0.09], [0.31, -1.07, -0.44], [-0.17, -1.90, -1.16], [-0.57, 0.09, 0.10], [-1.85, 0.11, -0.47], [-0.36, 0.45, 1.41], [0.17, 1.31, 0.24], [-0.61, 2.42, -0.01], [1.67, -1.10, 1.18], [2.23, -0.20, -0.22], [2.23, -1.99, -0.26], [-2.53, 0.61, 0.08], [-2.15, -0.80, -0.79], [-0.07, 3.17, 0.27]],
  "nbo_charge": [-0.7317, 0.5799, -0.5173, 0.3555, -0.8365, -0.4151, 0.0758, -0.5369, 0.2545, 0.2513, 0.2360, 0.3940, 0.4050, 0.4855]
}

***

No. 3
{
  "formula": "C2H13N2O3",
  "method": "ωB97M-V/def2-TZVPD",
  "orbital_gap_ev": 11.406,
  "lumo_energy_ev": -2.7715,
  "e_above_lowest_kcal_mol": 30.0,
  "e_homo_ev": -14.18,
  "e_tot_ev": -11401.042,
  "total_charge": 1,
  "symbols": ["C", "N", "C", "N", "H", "H", "H", "H", "H", "H", "H", "H", "H", "O", "H", "H", "O", "H", "H", "O"],
  "xyz": [[2.91, -0.80, 0.68], [-0.23, 1.02, -0.14], [0.72, 0.09, 0.05], [1.92, 0.30, 0.59], [3.69, -0.52, 1.47], [2.39, -1.75, 0.90], [3.24, -0.85, -0.34], [0.00, 1.97, 0.33], [-1.32, 0.77, -0.55], [0.56, -0.88, -0.37], [2.08, 1.24, 1.08], [-3.25, 0.86, 0.37], [-3.65, 0.75, -1.21], [-2.95, 0.81, -0.53], [-3.95, 0.56, 3.06], [-2.87, -0.03, 2.40], [-3.30, 0.86, 2.40], [1.99, -1.92, -3.29], [0.62, -1.38, -3.74], [1.40, -1.11, -3.17]],
  "nbo_charge": [-0.4163, -0.7666, 0.3849, -0.5387, 0.2478, 0.2197, 0.2258, 0.4140, 0.5050, 0.2198, 0.4244, 0.5237, 0.5195, -0.9770, 0.4891, 0.4657, -0.9433, 0.4791, 0.4807, -0.9574]
}

***

No. 4
{
  "formula": "C2H5N3O3",
  "method": "ωB97M-V/def2-TZVPD",
  "orbital_gap_ev": 10.376,
  "lumo_energy_ev": 0.0923,
  "e_above_lowest_kcal_mol": 104.5,
  "e_homo_ev": -10.28,
  "e_tot_ev": -12763.071,
  "symbols": ["O", "C", "N", "N", "C", "O", "N", "O", "H", "H", "H", "H", "H"],
  "xyz": [[-3.05, 0.44, -0.37], [-2.09, -0.36, -0.31], [-1.06, -0.18, 0.69], [0.09, -0.97, 0.55], [1.19, -0.55, -0.10], [2.13, -1.27, -0.26], [1.23, 0.84, -0.83], [1.19, 1.86, 0.40], [-1.91, -1.44, -0.84], [-1.06, 0.68, 1.24], [0.11, -2.06, 0.79], [2.43, 0.86, -1.00], [1.82, 1.31, 1.23]],
  "nbo_charge": [-0.5629, 0.5272, -0.4832, -0.4842, 0.7337, -0.5982, -0.3328, -0.5995, 0.1305, 0.4241, 0.4281, 0.3760, 0.4412]
}

***

No. 5
{
  "formula": "C34H46BF9N6O4PSeSiTl",
  "method": "ωB97M-V/def2-TZVPD",
  "orbital_gap_ev": 7.891,
  "lumo_energy_ev": -0.2493,
  "e_above_lowest_kcal_mol": 3.0,
  "e_homo_ev": -8.14,
  "e_tot_ev": -165479.329,
  "symbols": ["Tl", "C", "N", "C", "C", "O", "C", "O", "C", "C", "O", "N", "C", "C", "H", "H", "H", "H", "H", "H", "H", "H", "H", "H", "H", "H", "H", "H", "H", "H", "B", "N", "C", "C", "C", "N", "N", "C", "C", "C", "N", "H", "H", "H", "H", "H", "H", "H", "H", "C", "Si", "C", "C", "Se", "H", "H", "H", "H", "H", "H", "H", "H", "H", "C", "P", "C", "C", "C", "C", "C", "C", "C", "C", "C", "C", "C", "C", "H", "H", "H", "H", "H", "H", "H", "H", "H", "H", "H", "H", "H", "F", "C", "F", "F", "C", "O", "C", "F", "F", "F", "C", "F", "F", "F"],
  "xyz": [[0.48, -0.75, 0.09], [-4.10, 0.93, 3.44], [-3.77, -0.43, 3.06], [-3.57, -1.39, 4.13], [-3.26, -0.64, 1.82], [-3.23, 0.22, 0.95], [-2.76, -2.06, 1.52], [-1.97, -2.08, 0.35], [-2.69, -1.95, -0.85], [-2.14, -0.84, -1.72], [-1.14, -0.18, -1.41], [-2.79, -0.57, -2.86], [-2.31, 0.45, -3.77], [-3.96, -1.31, -3.31], [-5.01, 0.93, 4.04], [-4.26, 1.52, 2.54], [-3.30, 1.38, 4.03], [-4.13, -1.05, 5.00], [-2.52, -1.48, 4.41], [-3.96, -2.37, 3.86], [-3.61, -2.75, 1.43], [-2.12, -2.42, 2.31], [-3.74, -1.73, -0.64], [-2.61, -2.89, -1.40], [-1.56, 1.06, -3.28], [-3.14, 1.08, -4.08], [-1.88, -0.03, -4.66], [-4.04, -2.27, -2.83], [-3.86, -1.49, -4.38], [-4.87, -0.73, -3.14], [4.04, -0.39, -0.05], [3.64, -1.82, 0.39], [4.45, -2.82, 0.78], [3.67, -3.82, 1.33], [2.37, -3.33, 1.24], [2.37, -2.13, 0.68], [3.29, -0.03, -1.37], [3.81, 0.41, -2.51], [2.79, 0.77, -3.37], [1.63, 0.51, -2.65], [1.95, 0.04, -1.44], [3.70, 0.40, 0.80], [5.22, -0.37, -0.27], [5.51, -2.74, 0.64], [4.00, -4.77, 1.73], [1.44, -3.78, 1.55], [4.88, 0.43, -2.64], [2.87, 1.15, -4.37], [0.60, 0.61, -2.92], [0.95, -1.03, 5.66], [1.65, -0.24, 4.10], [3.29, -0.98, 3.65], [1.85, 1.59, 4.46], [-0.04, -0.77, 2.63], [1.71, -1.01, 6.45], [0.67, -2.07, 5.49], [0.07, -0.49, 6.01], [3.99, -0.86, 4.47], [3.71, -0.50, 2.77], [3.19, -2.04, 3.43], [2.30, 1.68, 5.46], [0.90, 2.12, 4.48], [2.52, 2.09, 3.76], [0.22, 2.91, 1.77], [-0.07, 2.35, 0.05], [1.23, 3.24, -0.87], [0.97, 3.99, -2.02], [2.01, 4.55, -2.74], [3.32, 4.37, -2.33], [3.59, 3.62, -1.19], [2.55, 3.06, -0.47], [-1.57, 3.31, -0.37], [-2.70, 2.68, -0.89], [-3.84, 3.41, -1.19], [-3.87, 4.78, -0.98], [-2.75, 5.42, -0.47], [-1.61, 4.69, -0.17], [0.31, 3.99, 1.85], [1.13, 2.44, 2.14], [-0.61, 2.55, 2.38], [-0.05, 4.13, -2.35], [1.80, 5.12, -3.63], [4.14, 4.81, -2.89], [4.61, 3.46, -0.87], [2.78, 2.45, 0.39], [-2.69, 1.61, -1.01], [-4.72, 2.90, -1.58], [-4.76, 5.35, -1.22], [-2.76, 6.49, -0.31], [-0.74, 5.20, 0.22], [2.45, -2.46, -2.97], [1.94, -3.64, -2.63], [2.63, -4.09, -1.58], [2.19, -4.48, -3.65], [0.41, -3.52, -2.30], [0.09, -2.44, -1.58], [-0.04, -4.83, -1.58], [0.43, -5.95, -2.15], [-1.39, -4.93, -1.56], [0.36, -4.83, -0.30], [-0.35, -3.43, -3.67], [0.14, -2.43, -4.42], [-1.66, -3.17, -3.49], [-0.30, -4.56, -4.41]],
  "lowdin_charge": [0.7216, -0.0313, -0.1408, -0.0485, -0.4709, 0.0559, -0.1710, -0.1882, -0.1241, -0.3953, -0.1164, -0.1135, -0.0097, -0.0291, 0.0890, 0.0853, 0.0967, 0.0909, 0.0713, 0.0925, 0.1477, 0.0696, 0.1424, 0.1186, 0.0739, 0.0976, 0.1022, 0.0839, 0.0994, 0.1006, -0.4287, -0.0704, -0.0813, -0.0590, -0.1817, -0.0422, -0.0549, -0.0751, -0.0363, -0.1385, -0.0318, 0.0629, 0.0817, 0.1225, 0.0962, 0.1082, 0.1262, 0.1003, 0.0975, -0.2392, 0.1888, -0.1952, -0.2165, 0.5176, 0.0333, 0.0250, 0.0267, 0.0438, 0.0091, 0.0217, 0.0362, 0.0233, 0.0277, -0.2645, 1.0222, -0.3707, -0.0931, -0.0837, -0.0891, -0.0774, -0.1038, -0.3557, -0.0926, -0.0757, -0.0874, -0.0809, -0.1027, 0.0514, 0.0002, 0.0389, 0.1013, 0.1017, 0.1012, 0.1103, 0.0854, 0.0681, 0.1027, 0.1010, 0.1027, 0.1057, 0.1730, -0.5250, 0.1666, 0.1535, -0.3223, -0.1534, -0.5209, 0.1626, 0.1468, 0.1561, -0.5106, 0.1640, 0.1356, 0.1603]
}

***

No. 6
{
  "formula": "C4H6N2",
  "method": "ωB97M-V/def2-TZVPD",
  "orbital_gap_ev": 9.060,
  "lumo_energy_ev": 0.6172,
  "e_above_lowest_kcal_mol": 56.7,
  "e_homo_ev": -8.44,
  "e_tot_ev": -7223.132,
  "symbols": ["H", "N", "C", "C", "C", "C", "N", "H", "H", "H", "H", "H"],
  "xyz": [[1.48, 2.67, 0.91], [0.94, 1.87, 0.58], [1.65, 1.15, -0.19], [1.12, -0.11, -0.76], [-0.11, -0.49, -0.50], [-1.38, -0.68, -0.26], [-1.99, -1.17, 0.90], [2.69, 1.36, -0.43], [1.79, -0.73, -1.35], [-2.06, -0.45, -1.07], [-2.78, -1.74, 0.67], [-1.35, -1.68, 1.51]],
  "nbo_charge": [0.3341, -0.6035, 0.0991, -0.3494, 0.0595, -0.0735, -0.7927, 0.1515, 0.2171, 0.2131, 0.3699, 0.3750]
}

***

Please write out number 2 again, unchanged.
{
  "formula": "C3H6N2O3",
  "method": "ωB97M-V/def2-TZVPD",
  "orbital_gap_ev": 10.479,
  "lumo_energy_ev": 0.7255,
  "e_above_lowest_kcal_mol": 109.6,
  "e_homo_ev": -9.75,
  "e_tot_ev": -12327.477,
  "symbols": ["C", "C", "O", "C", "N", "O", "N", "O", "H", "H", "H", "H", "H", "H"],
  "xyz": [[1.71, -1.11, 0.09], [0.31, -1.07, -0.44], [-0.17, -1.90, -1.16], [-0.57, 0.09, 0.10], [-1.85, 0.11, -0.47], [-0.36, 0.45, 1.41], [0.17, 1.31, 0.24], [-0.61, 2.42, -0.01], [1.67, -1.10, 1.18], [2.23, -0.20, -0.22], [2.23, -1.99, -0.26], [-2.53, 0.61, 0.08], [-2.15, -0.80, -0.79], [-0.07, 3.17, 0.27]],
  "nbo_charge": [-0.7317, 0.5799, -0.5173, 0.3555, -0.8365, -0.4151, 0.0758, -0.5369, 0.2545, 0.2513, 0.2360, 0.3940, 0.4050, 0.4855]
}

***

Please write out number 6 again, unchanged.
{
  "formula": "C4H6N2",
  "method": "ωB97M-V/def2-TZVPD",
  "orbital_gap_ev": 9.060,
  "lumo_energy_ev": 0.6172,
  "e_above_lowest_kcal_mol": 56.7,
  "e_homo_ev": -8.44,
  "e_tot_ev": -7223.132,
  "symbols": ["H", "N", "C", "C", "C", "C", "N", "H", "H", "H", "H", "H"],
  "xyz": [[1.48, 2.67, 0.91], [0.94, 1.87, 0.58], [1.65, 1.15, -0.19], [1.12, -0.11, -0.76], [-0.11, -0.49, -0.50], [-1.38, -0.68, -0.26], [-1.99, -1.17, 0.90], [2.69, 1.36, -0.43], [1.79, -0.73, -1.35], [-2.06, -0.45, -1.07], [-2.78, -1.74, 0.67], [-1.35, -1.68, 1.51]],
  "nbo_charge": [0.3341, -0.6035, 0.0991, -0.3494, 0.0595, -0.0735, -0.7927, 0.1515, 0.2171, 0.2131, 0.3699, 0.3750]
}